1.
{
  "formula": "C21H24N5PtSSe",
  "method": "ωB97M-V/def2-TZVPD",
  "species": ["Pt", "N", "C", "C", "C", "C", "C", "C", "S", "N", "C", "C", "C", "C", "C", "C", "N", "H", "H", "H", "H", "H", "H", "H", "H", "H", "N", "C", "C", "C", "N", "H", "H", "H", "H", "H", "H", "H", "H", "H", "H", "Se", "C", "C", "C", "C", "C", "C", "H", "H", "H", "H", "H"],
  "xyz": [[0.655, 0.057, -0.035], [-1.803, -0.586, 3.376], [-3.139, -0.212, 3.173], [-3.888, 0.259, 4.239], [-5.220, 0.607, 4.061], [-5.808, 0.488, 2.818], [-5.058, 0.043, 1.738], [-3.734, -0.300, 1.918], [-2.749, -0.800, 0.511], [-1.189, -0.833, 1.121], [-0.898, -0.801, 2.378], [0.500, -1.121, 2.731], [0.906, -1.389, 4.036], [2.187, -1.862, 4.272], [3.029, -2.065, 3.191], [2.565, -1.744, 1.924], [1.347, -1.274, 1.696], [-1.481, -0.519, 4.330], [-3.422, 0.362, 5.208], [-5.791, 0.976, 4.899], [-6.842, 0.751, 2.673], [-5.498, -0.046, 0.759], [0.232, -1.255, 4.866], [2.502, -2.093, 5.277], [4.022, -2.463, 3.314], [3.194, -1.905, 1.059], [-0.929, 2.002, -0.128], [-0.976, 2.790, -1.356], [-1.424, 1.948, -2.549], [-0.420, 0.890, -3.006], [-0.407, -0.297, -2.139], [-1.856, 1.617, 0.048], [-0.688, 2.606, 0.653], [0.022, 3.202, -1.532], [-1.678, 3.629, -1.250], [-1.597, 2.629, -3.383], [-2.382, 1.473, -2.314], [0.583, 1.327, -3.010], [-0.675, 0.602, -4.035], [0.080, -1.055, -2.617], [-1.366, -0.600, -1.966], [2.497, 1.508, -0.413], [3.932, 0.282, -0.625], [3.674, -1.037, -0.991], [4.710, -1.951, -1.044], [6.007, -1.546, -0.763], [6.271, -0.221, -0.448], [5.238, 0.693, -0.373], [2.650, -1.334, -1.212], [4.501, -2.980, -1.297], [6.813, -2.261, -0.797], [7.282, 0.103, -0.253], [5.430, 1.724, -0.112]],
  "total_charge": 1,
  "homo_lumo_gap_ha": [0.230, 0.228],
  "e_lumo_ev": [-3.49, -3.53],
  "homo_energy_ev": [-9.7, -9.7],
  "e_above_lowest_ev": 1.977
}



2.
{
  "formula": "C21H24O3S",
  "method": "ωB97M-V/def2-TZVPD",
  "species": ["C", "C", "C", "C", "C", "C", "C", "H", "H", "S", "C", "C", "C", "O", "C", "C", "C", "C", "C", "C", "H", "H", "C", "C", "H", "H", "H", "C", "H", "H", "H", "C", "H", "H", "H", "H", "H", "H", "H", "C", "O", "O", "H", "H", "H", "H", "H", "H", "H"],
  "xyz": [[-1.439, 3.551, 2.427], [-1.245, 2.112, 2.058], [-0.036, 1.465, 2.276], [0.143, 0.150, 1.899], [-0.897, -0.551, 1.302], [-2.124, 0.067, 1.118], [-2.284, 1.390, 1.484], [-3.239, 1.868, 1.320], [-2.962, -0.459, 0.688], [-0.543, -2.235, 0.859], [-1.684, -2.605, -0.541], [-1.165, -2.093, -1.887], [-1.212, -0.572, -1.924], [-2.236, -0.013, -2.257], [-0.019, 0.185, -1.496], [1.238, -0.374, -1.271], [2.279, 0.411, -0.823], [2.121, 1.773, -0.571], [0.869, 2.330, -0.818], [-0.174, 1.554, -1.277], [-1.144, 1.993, -1.460], [0.692, 3.379, -0.652], [3.301, 2.585, -0.067], [2.920, 4.029, 0.267], [2.584, 4.563, -0.619], [2.137, 4.061, 1.021], [3.790, 4.552, 0.660], [4.379, 2.606, -1.161], [3.985, 3.055, -2.070], [4.720, 1.602, -1.397], [5.236, 3.190, -0.830], [3.867, 1.935, 1.203], [3.096, 1.870, 1.968], [4.240, 0.934, 1.010], [4.689, 2.532, 1.591], [3.239, -0.057, -0.664], [1.423, -1.423, -1.440], [-0.168, -2.488, -2.067], [-1.842, -2.461, -2.663], [-1.808, -4.113, -0.506], [-2.735, -4.706, -0.028], [-0.753, -4.722, -1.052], [-0.842, -5.685, -0.972], [-2.661, -2.181, -0.306], [1.090, -0.344, 2.057], [0.779, 2.001, 2.741], [-1.682, 4.138, 1.541], [-2.264, 3.657, 3.130], [-0.541, 3.962, 2.881]],
  "total_charge": 0,
  "homo_lumo_gap_ha": 0.310,
  "e_lumo_ev": 0.19,
  "homo_energy_ev": -8.3,
  "e_above_lowest_ev": 0.000
}



3.
{
  "formula": "C21H25AlN7O2S2SbSe4",
  "method": "ωB97M-V/def2-TZVPD",
  "species": ["Al", "N", "C", "S", "N", "N", "C", "C", "C", "C", "C", "C", "N", "H", "H", "H", "H", "H", "H", "H", "O", "C", "O", "C", "C", "C", "C", "S", "C", "C", "H", "H", "H", "H", "H", "C", "C", "N", "C", "N", "C", "C", "C", "N", "C", "H", "H", "H", "H", "H", "H", "H", "H", "H", "H", "H", "H", "H", "Se", "Sb", "Se", "Se", "Se"],
  "xyz": [[-0.393, -0.706, 0.401], [-2.661, -1.067, 4.149], [-2.081, -0.832, 2.950], [-1.010, -2.037, 2.331], [-2.442, 0.319, 2.392], [-1.823, 0.514, 1.196], [-2.172, 1.508, 0.480], [-1.480, 1.668, -0.813], [-1.845, 2.619, -1.736], [-1.171, 2.658, -2.954], [-0.167, 1.747, -3.196], [0.148, 0.818, -2.213], [-0.485, 0.786, -1.044], [-2.597, -1.988, 4.543], [-3.421, -0.468, 4.424], [-2.959, 2.181, 0.802], [-2.653, 3.303, -1.513], [-1.444, 3.387, -3.706], [0.365, 1.718, -4.137], [0.914, 0.076, -2.368], [6.273, 0.549, -6.533], [5.059, -0.041, -6.391], [4.429, -0.340, -7.364], [4.591, -0.287, -4.989], [3.599, -1.236, -4.791], [3.123, -1.515, -3.518], [3.614, -0.810, -2.424], [3.095, -1.018, -0.746], [4.603, 0.159, -2.620], [5.089, 0.406, -3.889], [6.689, 0.636, -5.667], [3.195, -1.762, -5.648], [2.358, -2.266, -3.394], [4.978, 0.730, -1.779], [5.832, 1.189, -4.005], [4.435, -1.351, 3.173], [3.211, -2.220, 3.018], [2.214, -1.503, 2.238], [2.063, -0.164, 2.160], [1.056, 0.326, 1.466], [0.953, 1.796, 1.498], [2.312, 2.449, 1.380], [3.123, 2.039, 2.580], [3.016, 0.597, 2.773], [3.981, -0.005, 3.693], [4.924, -1.221, 2.204], [5.146, -1.809, 3.860], [2.808, -2.481, 4.001], [3.442, -3.146, 2.494], [1.406, -2.031, 1.953], [0.458, 2.121, 2.421], [0.336, 2.125, 0.674], [2.226, 3.535, 1.337], [2.793, 2.100, 0.462], [2.771, 2.560, 3.476], [4.179, 2.283, 2.452], [3.543, -0.106, 4.692], [4.818, 0.687, 3.776], [-0.915, -5.280, -2.339], [-1.096, -2.965, -2.649], [-2.354, -1.775, -0.899], [-0.725, -1.739, -4.636], [1.231, -2.237, -0.768]],
  "total_charge": 0,
  "homo_lumo_gap_ha": 0.242,
  "e_lumo_ev": -0.98,
  "homo_energy_ev": -7.6,
  "e_above_lowest_ev": 0.000
}



4.
{
  "formula": "C21H25BBr30ClN2O4P",
  "method": "ωB97M-V/def2-TZVPD",
  "species": ["C", "N", "C", "B", "O", "C", "C", "O", "O", "C", "C", "C", "C", "N", "C", "C", "C", "P", "O", "Cl", "H", "H", "H", "H", "H", "H", "H", "H", "H", "H", "H", "H", "H", "H", "H", "C", "Br", "Br", "Br", "H", "C", "Br", "Br", "Br", "H", "C", "Br", "Br", "Br", "H", "C", "Br", "Br", "Br", "H", "C", "Br", "Br", "Br", "H", "C", "Br", "Br", "Br", "H", "C", "Br", "Br", "Br", "H", "C", "Br", "Br", "Br", "H", "C", "Br", "Br", "Br", "H", "C", "Br", "Br", "Br", "H"],
  "xyz": [[-2.956, 0.432, -3.035], [-2.357, 0.130, -4.342], [-2.426, -1.319, -4.560], [-1.024, 0.688, -4.513], [-0.651, 1.113, -5.772], [0.080, 0.837, -3.366], [0.733, 2.222, -3.414], [0.347, 3.214, -3.948], [1.908, 2.154, -2.730], [2.210, 0.797, -2.358], [1.729, 0.661, -0.924], [1.473, 1.792, -0.146], [0.984, 1.609, 1.142], [0.731, 0.440, 1.726], [0.985, -0.645, 0.984], [1.482, -0.558, -0.312], [1.385, 0.051, -3.444], [1.499, -1.773, -3.490], [0.232, -2.296, -2.608], [0.946, -2.075, -5.478], [-3.944, -0.014, -2.993], [-2.370, -0.017, -2.223], [-3.018, 1.501, -2.864], [-3.465, -1.581, -4.758], [-2.139, -1.868, -3.661], [-1.853, -1.637, -5.422], [-1.252, 1.813, -6.046], [-0.401, 0.868, -2.386], [3.253, 0.556, -2.528], [1.640, 2.781, -0.529], [0.765, 2.497, 1.723], [0.758, -1.604, 1.423], [1.650, -1.460, -0.890], [1.858, 0.366, -4.376], [0.494, -3.154, -2.253], [-1.961, -0.205, 4.259], [-3.561, 0.845, 4.046], [-1.451, -0.339, 6.107], [-2.128, -1.938, 3.433], [-1.166, 0.317, 3.744], [-7.296, -0.041, -1.571], [-8.613, -0.834, -0.416], [-5.809, 0.663, -0.570], [-6.724, -1.268, -2.939], [-7.768, 0.793, -2.069], [-3.659, 5.262, 5.299], [-5.326, 4.392, 4.881], [-3.299, 5.238, 7.190], [-2.210, 4.515, 4.281], [-3.757, 6.296, 5.005], [1.959, -1.625, 8.291], [1.720, -2.530, 6.610], [0.273, -1.090, 9.047], [2.993, -2.670, 9.528], [2.518, -0.722, 8.093], [-2.443, 4.319, 0.039], [-1.502, 4.070, -1.619], [-2.692, 2.651, 0.962], [-1.567, 5.639, 1.137], [-3.425, 4.703, -0.194], [4.162, -4.386, 0.150], [2.828, -3.000, 0.344], [3.401, -6.149, 0.310], [5.116, -4.184, -1.499], [4.875, -4.276, 0.954], [5.291, -7.731, 3.369], [7.208, -7.701, 3.523], [4.524, -9.237, 4.287], [4.509, -6.074, 3.954], [5.056, -7.841, 2.320], [3.913, 2.202, 9.826], [4.461, 1.253, 11.405], [4.246, 1.171, 8.233], [2.075, 2.757, 9.927], [4.517, 3.094, 9.758], [-3.436, 5.966, -4.452], [-2.672, 4.799, -5.778], [-3.676, 7.747, -5.133], [-5.076, 5.255, -3.733], [-2.730, 6.026, -3.636], [3.740, -4.423, -7.679], [5.233, -4.346, -8.890], [2.526, -5.843, -8.134], [4.317, -4.546, -5.848], [3.198, -3.494, -7.779]],
  "total_charge": 0,
  "homo_lumo_gap_ha": 0.311,
  "e_lumo_ev": -0.38,
  "homo_energy_ev": -8.9
}